{
  "formula": "C30H71FNNbO7P",
  "method": "the ωB97M-V functional and the def2-TZVPD basis",
  "largest_force_ha_per_bohr": 0.0500,
  "gap_ha": 0.2313,
  "homo_energy_ev": -4.19,
  "multiplicity": 1,
  "total_energy_ha": -2265.0722,
  "total_charge": -1,
  "species": ["C", "C", "O", "C", "Nb", "C", "C", "C", "C", "C", "C", "C", "C", "C", "C", "C", "C", "O", "C", "C", "C", "O", "F", "P", "N", "O", "H", "H", "H", "H", "H", "H", "H", "H", "H", "H", "H", "H", "H", "H", "H", "H", "H", "H", "H", "H", "H", "H", "H", "H", "H", "H", "H", "H", "H", "H", "H", "H", "H", "H", "H", "H", "H", "H", "H", "H", "H", "C", "C", "O", "C", "C", "H", "H", "H", "H", "H", "H", "H", "H", "H", "H", "C", "C", "O", "C", "C", "H", "H", "H", "H", "H", "H", "H", "H", "H", "H", "C", "C", "O", "C", "C", "H", "H", "H", "H", "H", "H", "H", "H", "H", "H"],
  "positions_angstrom": [[-0.258, 1.179, -8.143], [0.889, 0.472, -7.398], [0.992, 0.878, -6.054], [1.651, 2.154, -5.888], [0.973, 3.351, -4.073], [2.628, 2.207, -3.066], [2.792, 2.253, -1.542], [4.101, 1.610, -0.977], [3.931, 0.364, -0.077], [4.340, -1.059, -0.569], [5.386, -1.166, -1.683], [4.901, -0.981, -3.126], [4.087, -2.175, -3.692], [2.629, -1.867, -4.071], [1.693, -1.649, -2.880], [0.221, -1.504, -3.278], [-0.580, -2.813, -3.409], [-0.211, -3.829, -2.485], [0.744, -4.766, -2.944], [2.069, 5.372, -4.274], [3.450, 5.268, -4.688], [4.440, 5.485, -4.108], [3.568, 4.830, -5.968], [-0.311, 3.961, -1.922], [0.699, 4.841, -0.828], [-0.695, 2.591, -1.031], [-0.916, 1.668, -7.419], [-0.858, 0.457, -8.712], [0.102, 1.927, -8.857], [0.721, -0.613, -7.388], [1.845, 0.641, -7.925], [1.476, 2.778, -6.780], [2.735, 1.959, -5.836], [-0.376, 4.040, -5.154], [-0.186, 1.961, -3.754], [2.539, 1.167, -3.406], [3.566, 2.572, -3.530], [1.939, 1.750, -1.067], [2.788, 3.303, -1.231], [4.786, 1.419, -1.805], [4.595, 2.378, -0.367], [2.883, 0.312, 0.250], [4.505, 0.543, 0.842], [3.455, -1.648, -0.832], [4.758, -1.567, 0.312], [6.201, -0.462, -1.461], [5.843, -2.166, -1.630], [4.324, -0.064, -3.247], [5.793, -0.852, -3.754], [4.587, -2.492, -4.617], [4.113, -3.027, -2.998], [2.244, -2.694, -4.683], [2.607, -0.973, -4.706], [2.001, -0.738, -2.351], [1.818, -2.467, -2.157], [0.173, -0.954, -4.227], [-0.284, -0.864, -2.543], [-1.634, -2.597, -3.199], [-0.528, -3.199, -4.438], [1.261, -4.414, -3.843], [0.253, -5.724, -3.161], [1.500, -4.917, -2.165], [2.066, 5.833, -3.278], [1.512, 6.002, -4.975], [0.125, 5.519, -0.335], [1.109, 4.226, -0.129], [-0.561, 1.865, -1.666], [-3.055, 1.746, 0.912], [-2.086, 1.543, 2.060], [-2.280, 2.428, 3.158], [-3.552, 2.372, 3.773], [-3.914, 0.998, 4.311], [-2.985, 2.764, 0.531], [-2.800, 1.069, 0.098], [-4.091, 1.555, 1.203], [-1.073, 1.739, 1.713], [-2.114, 0.502, 2.406], [-4.331, 2.725, 3.087], [-3.502, 3.091, 4.592], [-3.984, 0.253, 3.518], [-4.881, 1.033, 4.817], [-3.162, 0.654, 5.021], [-4.724, -3.144, 2.410], [-3.791, -3.468, 3.565], [-3.974, -2.646, 4.705], [-5.252, -2.686, 5.310], [-5.658, -4.059, 5.818], [-4.618, -2.100, 2.114], [-4.481, -3.772, 1.553], [-5.770, -3.321, 2.664], [-2.759, -3.291, 3.261], [-3.867, -4.528, 3.835], [-6.015, -2.289, 4.630], [-5.184, -1.992, 6.148], [-5.755, -4.784, 5.009], [-6.622, -3.995, 6.324], [-4.919, -4.437, 6.526], [-1.474, -1.328, 6.402], [-2.319, -0.615, 7.442], [-2.129, -1.079, 8.770], [-0.817, -0.961, 9.284], [-0.290, 0.464, 9.333], [-1.678, -2.398, 6.417], [-1.711, -0.952, 5.407], [-0.405, -1.183, 6.569], [-3.375, -0.784, 7.231], [-2.157, 0.469, 7.393], [-0.123, -1.601, 8.727], [-0.878, -1.365, 10.296], [-0.195, 0.901, 8.339], [0.698, 0.477, 9.795], [-0.957, 1.098, 9.920]],
  "lowdin_charge": [-0.09, -0.32, -0.32, -0.36, 1.21, -0.37, -0.30, -0.20, -0.19, -0.20, -0.22, -0.20, -0.19, -0.21, -0.20, -0.16, -0.22, -0.20, -0.12, -0.25, -0.66, 0.11, 0.03, 0.60, -0.27, -0.46, 0.08, 0.06, 0.06, 0.11, 0.11, 0.04, 0.05, -0.14, -0.08, 0.01, 0.05, 0.08, 0.07, 0.08, 0.10, 0.10, 0.09, 0.08, 0.10, 0.11, 0.10, 0.08, 0.11, 0.10, 0.11, 0.10, 0.11, 0.10, 0.10, 0.10, 0.10, 0.12, 0.12, 0.07, 0.08, 0.09, 0.04, 0.04, 0.00, 0.01, -0.03, -0.09, -0.27, -0.16, -0.28, -0.07, 0.08, 0.07, 0.06, 0.11, 0.10, 0.11, 0.12, 0.06, 0.08, 0.05, -0.07, -0.27, -0.18, -0.28, -0.08, 0.07, 0.08, 0.07, 0.12, 0.11, 0.11, 0.11, 0.07, 0.08, 0.08, -0.07, -0.28, -0.16, -0.29, -0.08, 0.08, 0.06, 0.07, 0.10, 0.11, 0.11, 0.12, 0.07, 0.07, 0.08]
}